1.
Density functional theory data (ωB97M-V/def2-TZVPD) for one molecule with the formula C4H8N2OS.

Output
- Net charge: 0
- HOMO: -8.1 eV
- Energy relative to the best compared isomer or geometry (same formula, charge and spin): 19.97 kcal per mole
- LUMO energy: 0.612 eV
- E: -740.1302 Ha

Last column: Mulliken charge in e.
Positions of all 16 atoms, in Å:
N: -1.868 1.227 0.757  -0.38
C: -0.588 1.100 0.325  0.44
S: 0.472 2.355 0.290  -0.46
N: -0.193 -0.091 -0.060  0.07
C: -0.709 -1.413 0.341  -0.73
C: 0.708 -1.972 -0.145  0.08
O: 0.703 -2.864 -1.283  -0.57
C: 1.175 -0.530 -0.437  -0.75
H: -2.595 0.553 0.649  0.19
H: -2.153 2.151 1.061  0.20
H: -0.887 -1.537 1.423  0.30
H: -1.575 -1.708 -0.250  0.33
H: 1.245 -2.473 0.663  0.36
H: 0.320 -2.401 -2.053  0.34
H: 1.932 -0.134 0.240  0.30
H: 1.448 -0.280 -1.484  0.26

=====

2.
Density functional theory data (ωB97M-V/def2-TZVPD) for a 2-piece molecular cluster, C4H8N2OS overall.

Output
- Net charge: 0
- HOMO: -8.4 eV
- Energy relative to the best compared isomer or geometry (same formula, charge and spin): 70.24 kcal per mole
- LUMO energy: 0.610 eV
- E: -740.0501 Ha

Last column: Mulliken charge in e.
Positions of all 16 atoms, in Å:
C: 2.201 -1.103 -0.415  0.79
C: 0.619 0.774 0.415  -0.39
C: -1.027 -0.729 1.380  -1.10
C: -1.517 0.198 -0.779  -1.06
N: 2.411 -0.509 -1.443  -0.56
N: -0.505 0.087 0.278  0.32
O: 2.056 -1.818 0.509  -0.45
S: 0.792 2.206 -0.564  -0.30
H: -1.748 -0.059 1.845  0.47
H: -1.499 -1.607 1.073  0.38
H: -0.347 -0.869 2.191  0.32
H: -1.272 -0.678 -1.374  0.38
H: -2.470 -0.241 -0.480  0.35
H: -1.382 1.146 -1.173  0.38
H: 1.732 2.843 0.227  0.18
H: 1.956 0.358 -1.689  0.30

=====

3.
Density functional theory data (ωB97M-V/def2-TZVPD) for one molecule with the formula C4H8N2OS.

Output
- Net charge: 0
- HOMO: -9.1 eV
- Energy relative to the best compared isomer or geometry (same formula, charge and spin): 36.25 kcal per mole
- LUMO energy: 0.545 eV
- E: -740.1043 Ha

Last column: Mulliken charge in e.
Positions of all 16 atoms, in Å:
C: 2.229 -0.681 0.188  -1.46
C: 0.819 -0.027 0.222  0.28
C: 0.862 1.441 -0.259  0.12
O: -0.059 2.241 -0.309  -0.54
N: 0.012 -0.890 -0.621  -0.51
C: -1.250 -0.828 -0.634  0.02
N: -1.985 0.177 -0.063  -0.33
S: -3.695 0.189 -0.015  -0.18
H: 2.513 -0.794 -0.882  0.35
H: 2.284 -1.661 0.715  0.35
H: 2.998 -0.025 0.668  0.39
H: 0.477 -0.139 1.290  0.28
H: 1.872 1.749 -0.587  0.35
H: -1.852 -1.575 -1.147  0.40
H: -1.484 1.082 0.158  0.36
H: -3.739 -0.260 1.278  0.14

=====

4.
Density functional theory data (ωB97M-V/def2-TZVPD) for one molecule with the formula C4H8N2OS.

Output
- Net charge: 0
- HOMO: -8.0 eV
- Energy relative to the best compared isomer or geometry (same formula, charge and spin): 53.92 kcal per mole
- LUMO energy: 0.634 eV
- E: -740.0761 Ha

Last column: Mulliken charge in e.
Positions of all 16 atoms, in Å:
N: 1.828 0.072 1.094  -0.70
C: 1.203 0.019 -0.217  0.13
C: 0.433 -1.284 -0.514  -0.48
O: -0.774 -1.112 0.238  -0.35
N: -1.127 0.221 0.012  0.30
C: -2.397 0.583 0.045  -0.25
S: -3.720 -0.351 0.324  -0.32
C: 0.058 1.024 -0.291  -0.86
H: 1.173 -0.255 1.804  0.26
H: 2.620 -0.567 1.140  0.25
H: 1.979 0.238 -0.943  0.44
H: 0.891 -2.182 -0.133  0.35
H: 0.196 -1.413 -1.587  0.28
H: -2.481 1.682 -0.136  0.25
H: -0.074 1.468 -1.303  0.33
H: 0.193 1.857 0.468  0.37

=====

5.
Density functional theory data (ωB97M-V/def2-TZVPD) for a 2-piece molecular cluster, C4H8N2P overall.

Output
- Net charge: +1
- HOMO (alpha / beta): -12.4 / -14.2 eV
- Energy relative to the best compared isomer or geometry (same formula, charge and spin): 120.37 kcal per mole
- LUMO energy (alpha / beta): -6.275 / -3.791 eV
- E: -607.6290 Ha

Last column: Mulliken charge in e.
Positions of all 15 atoms, in Å:
C: 0.219 0.754 1.200  -0.05
C: 0.560 0.436 -0.085  -0.31
C: -1.634 0.098 0.145  0.14
C: 3.574 -0.596 -0.618  -0.81
N: -1.120 0.495 1.332  -0.08
N: -0.639 0.111 -0.729  -0.04
P: -3.374 -0.411 -0.035  -0.03
H: 0.630 1.281 2.033  0.42
H: 3.864 0.357 -0.432  0.36
H: 2.996 -1.002 0.127  0.32
H: 3.626 -1.062 -1.557  0.34
H: -1.369 0.511 2.335  0.30
H: -0.705 -0.166 -1.716  0.26
H: -3.015 -1.314 -0.964  0.07
H: -3.613 0.509 -1.037  0.10

=====

6.
Density functional theory data (ωB97M-V/def2-TZVPD) for one molecule with the formula C4H8N2S.

Output
- Net charge: 0
- HOMO: -8.7 eV
- Energy relative to the best compared isomer or geometry (same formula, charge and spin): 31.59 kcal per mole
- LUMO energy: 0.785 eV
- E: -664.8824 Ha

Last column: Mulliken charge in e.
Positions of all 15 atoms, in Å:
H: -3.012 -0.565 0.191  0.23
N: -2.060 -0.890 0.506  -0.65
C: -1.145 -0.082 0.110  0.28
N: -1.297 1.135 -0.545  -0.44
C: 0.269 -0.482 0.360  -0.03
C: 1.241 -0.902 -0.834  -0.69
S: 2.626 0.082 -0.006  -0.17
C: 1.177 0.538 1.012  -0.62
H: -2.220 1.414 -0.946  0.24
H: -0.522 1.458 -1.070  0.21
H: 0.261 -1.300 1.017  0.42
H: 0.950 -0.493 -1.808  0.32
H: 1.395 -1.974 -0.930  0.32
H: 1.457 0.445 2.081  0.30
H: 0.880 1.616 0.862  0.30

=====

7.
Density functional theory data (ωB97M-V/def2-TZVPD) for one molecule with the formula C4H8N2S.

Output
- Net charge: 0
- HOMO: -9.4 eV
- Energy relative to the best compared isomer or geometry (same formula, charge and spin): 33.90 kcal per mole
- LUMO energy: 0.771 eV
- E: -664.8787 Ha

Last column: Mulliken charge in e.
Positions of all 15 atoms, in Å:
H: 0.670 -1.797 1.380  0.21
N: -0.223 -1.849 0.931  -0.78
C: -0.280 -1.072 -0.040  0.24
N: -1.507 -0.860 -0.691  -0.43
C: 0.750 -0.121 -0.606  0.06
S: 2.381 -0.503 -0.110  -0.23
C: 0.353 1.316 -0.233  -0.31
C: -0.520 1.649 0.704  -0.62
H: -2.132 -1.665 -0.472  0.30
H: -1.470 -0.535 -1.684  0.22
H: 0.651 -0.231 -1.667  0.29
H: 2.311 0.018 1.157  0.16
H: 0.875 2.093 -0.821  0.33
H: -1.093 0.884 1.227  0.26
H: -0.764 2.674 0.924  0.31

=====

8.
Density functional theory data (ωB97M-V/def2-TZVPD) for one molecule with the formula C4H8N2S.

Output
- Net charge: 0
- HOMO: -8.9 eV
- Energy relative to the best compared isomer or geometry (same formula, charge and spin): 29.24 kcal per mole
- LUMO energy: 0.782 eV
- E: -664.8862 Ha

Last column: Mulliken charge in e.
Positions of all 15 atoms, in Å:
H: -3.313 -0.207 0.765  0.24
N: -2.715 -0.719 0.099  -0.74
C: -1.581 -0.184 -0.171  0.56
N: -0.536 -0.649 -0.888  -0.34
C: 0.757 -0.131 -0.491  -0.15
C: 1.256 -0.541 0.943  -1.05
C: 0.544 1.339 -0.643  -0.81
S: -1.134 1.539 0.257  -0.18
H: -0.564 -1.630 -0.870  0.29
H: 1.462 -0.480 -1.153  0.48
H: 2.387 -0.321 1.024  0.34
H: 0.680 0.156 1.717  0.22
H: 1.038 -1.642 1.124  0.33
H: 1.231 1.792 -0.043  0.44
H: 0.487 1.678 -1.669  0.36

=====

9.
Density functional theory data (ωB97M-V/def2-TZVPD) for C4H8N2S2 as an isolated structure.

Output
- Net charge: 0
- HOMO: -8.6 eV
- Energy relative to the best compared isomer or geometry (same formula, charge and spin): 87.11 kcal per mole
- LUMO energy: -0.869 eV
- E: -1062.9569 Ha

Last column: Mulliken charge in e.
Positions of all 16 atoms, in Å:
C: 0.808 -2.404 -0.011  -1.18
C: 0.541 -0.130 -0.112  0.31
C: 0.214 2.374 0.018  -0.77
C: -1.774 0.851 0.026  0.01
H: 1.588 -2.515 0.688  0.43
H: 1.417 -2.536 -0.938  0.35
H: 0.215 -3.244 0.156  0.35
H: -0.870 -1.547 0.106  0.09
H: -0.607 3.220 -0.589  0.26
H: 0.226 2.638 1.431  0.25
H: 1.382 2.371 -0.500  0.30
H: -2.302 1.782 -0.245  0.22
N: 0.045 -1.327 -0.116  0.03
N: -0.367 0.993 -0.166  0.11
S: 2.207 0.103 0.136  -0.39
S: -2.723 -0.630 0.115  -0.37

=====

10.
Density functional theory data (ωB97M-V/def2-TZVPD) for one molecule with the formula C4H8N2S2.

Output
- Net charge: 0
- HOMO: -8.3 eV
- Energy relative to the best compared isomer or geometry (same formula, charge and spin): 46.69 kcal per mole
- LUMO energy: 0.165 eV
- E: -1063.0213 Ha

Last column: Mulliken charge in e.
Positions of all 16 atoms, in Å:
C: -1.857 -0.242 1.242  -0.81
C: -1.631 0.106 -0.257  -0.61
N: -0.164 0.059 -0.542  -0.07
S: 0.177 -1.591 -1.045  -0.09
C: 0.603 1.147 -0.477  0.32
N: 1.896 1.233 -0.711  -0.46
C: 2.801 0.269 -0.576  -0.22
S: 3.144 -0.765 0.704  -0.30
H: -2.949 -0.548 1.485  0.31
H: -1.358 0.479 2.006  0.26
H: -1.183 -1.162 1.346  0.27
H: -2.175 -0.624 -0.850  0.34
H: -2.161 1.080 -0.505  0.33
H: 1.211 -1.738 -0.161  0.09
H: 0.166 2.152 -0.261  0.33
H: 3.481 0.146 -1.400  0.31